(1)
C23H20Cl48O3 | the ωB97M-V functional and the def2-TZVPD basis

Structure (XYZ):
```
94
Properties=species:S:1:pos:R:3:forces:R:3
C 1.42481 1.52246 2.61941 -0.369 -0.152 -0.375
C 0.36657 1.07414 1.61336 0.124 0.390 0.191
O -0.50509 2.14650 1.28106 -0.184 -0.076 0.122
C -1.80290 1.62758 1.01332 0.719 0.701 -0.170
C -2.73198 2.69704 0.50949 -0.404 -0.114 -0.652
C -4.17797 2.21693 0.33292 -0.144 0.543 0.448
C -4.79221 1.57072 1.57291 0.530 -0.076 -0.065
C -4.41680 0.08779 1.81491 -1.232 0.660 -0.539
C -3.94537 -0.70047 0.62142 1.449 -1.737 1.664
C -2.88539 -1.74929 1.07425 0.459 0.135 -1.147
C -3.02037 -2.87153 0.02250 -0.187 1.297 0.131
C -4.22848 -2.38615 -0.77336 -0.977 -1.008 -1.817
O -4.54880 -2.65294 -1.92284 0.597 0.379 2.378
O -4.94387 -1.52333 0.01734 -0.286 0.472 -1.029
H 1.38894 0.88791 3.49526 0.165 -0.094 0.234
H 2.40325 1.47094 2.17275 0.481 0.063 0.011
H 1.22323 2.53891 2.92731 -0.021 0.269 0.043
H -0.19932 0.25257 2.05352 -0.252 -0.139 -0.004
H 0.81590 0.71087 0.69188 0.160 -0.210 -0.218
H -2.15440 1.21018 1.95391 -0.267 -0.327 0.004
H -1.69320 0.86256 0.24242 -0.155 -0.338 0.017
H -2.43911 3.02499 -0.48770 0.447 0.111 0.088
H -2.71459 3.57783 1.14222 0.079 0.055 0.357
H -4.75163 3.11559 0.12337 -0.190 0.147 -0.125
H -4.28740 1.60507 -0.55524 0.010 -0.231 -0.149
H -4.42583 2.13967 2.42562 -0.055 0.128 0.259
H -5.86462 1.71948 1.56711 -0.281 -0.187 -0.123
H -3.70354 0.02731 2.62122 0.276 -0.132 -0.059
H -5.30835 -0.42245 2.17000 -0.107 -0.220 0.182
H -3.39768 -0.15938 -0.13807 -0.557 0.581 -0.329
H -1.92924 -1.27784 0.87214 0.313 0.061 0.570
H -2.93033 -2.04824 2.10965 -0.280 -0.165 0.257
H -2.14689 -2.84130 -0.61235 0.142 -0.429 -0.314
H -3.15295 -3.86379 0.42470 -0.198 -0.296 -0.022
C 0.75309 -4.49699 0.88330 0.133 0.031 -0.147
Cl 0.35600 -2.77836 0.82839 0.138 0.115 -0.024
Cl 0.11299 -5.17317 2.38202 0.190 0.317 0.034
Cl 0.02343 -5.31704 -0.49646 -0.025 -0.014 0.009
Cl 2.52203 -4.67582 0.79603 -0.490 0.137 -0.047
C 4.37372 2.90137 -1.41041 -0.033 0.083 -0.010
Cl 3.78786 1.22861 -1.38694 0.253 0.027 0.111
Cl 4.76454 3.37487 -3.06172 0.044 -0.102 -0.059
Cl 3.11748 3.97653 -0.79532 -0.059 -0.064 0.082
Cl 5.81453 3.01978 -0.39669 -0.013 0.005 0.004
C -0.62483 0.56127 -3.20904 0.029 0.025 -0.037
Cl -1.53254 -0.75463 -2.44504 0.021 0.001 0.013
Cl -0.56949 0.27743 -4.95190 -0.065 0.026 -0.030
Cl -1.42686 2.09551 -2.87213 0.122 -0.008 -0.041
Cl 1.02288 0.62459 -2.58414 -0.204 -0.032 0.008
C 2.54293 4.37951 -6.35629 -0.018 0.002 0.026
Cl 1.49347 3.01904 -5.95723 0.001 -0.044 0.022
Cl 1.95698 5.16501 -7.82849 0.008 0.026 -0.042
Cl 2.52911 5.54378 -5.03430 -0.024 -0.151 0.133
Cl 4.19338 3.79915 -6.62181 -0.018 0.014 0.009
C 3.75334 9.59756 -5.23705 0.012 -0.043 -0.002
Cl 3.23169 11.25431 -5.57422 -0.009 0.008 -0.005
Cl 3.19111 9.12346 -3.62877 -0.005 -0.003 0.016
Cl 3.07442 8.50721 -6.44069 0.079 0.015 0.120
Cl 5.51579 9.51483 -5.29158 0.007 0.005 0.003
C 3.49521 -7.68928 4.36527 -0.043 -0.021 -0.012
Cl 3.33952 -6.72703 5.83590 -0.054 0.017 -0.025
Cl 3.12666 -6.68389 2.96173 0.137 -0.249 0.249
Cl 5.15252 -8.29980 4.23607 0.006 0.005 -0.009
Cl 2.36969 -9.04988 4.42775 0.008 0.004 -0.004
C -1.81473 -9.48955 2.02918 0.004 -0.002 0.004
Cl -1.10568 -7.87053 2.05647 -0.122 -0.323 -0.036
Cl -0.71666 -10.59588 1.19899 0.006 -0.001 -0.001
Cl -2.06789 -10.04635 3.68721 0.002 0.000 0.004
Cl -3.36197 -9.44379 1.17890 0.009 0.003 0.005
C 6.86322 -4.10459 1.03388 0.039 0.010 -0.002
Cl 5.43512 -3.70091 0.06941 0.158 0.041 -0.040
Cl 6.47382 -5.43218 2.12775 -0.020 -0.014 0.007
Cl 8.17819 -4.58755 -0.04025 -0.003 0.003 -0.001
Cl 7.35278 -2.69033 1.96990 -0.001 0.006 0.002
C 5.00017 -7.72840 9.46589 0.009 -0.016 -0.014
Cl 4.04576 -9.20231 9.64766 -0.014 -0.003 -0.005
Cl 5.94014 -7.81733 7.97605 0.066 -0.018 0.029
Cl 3.91703 -6.33209 9.39754 -0.009 0.022 0.005
Cl 6.08926 -7.55587 10.84482 0.000 0.001 0.007
C 2.25484 9.75491 -10.60899 -0.001 0.041 -0.003
Cl 1.18402 10.80552 -11.54177 0.003 -0.004 0.004
Cl 2.44190 10.39001 -8.97472 -0.059 0.151 -0.234
Cl 1.55680 8.13152 -10.52924 -0.009 -0.026 0.007
Cl 3.83390 9.67535 -11.39496 0.007 -0.004 -0.005
C -3.95600 0.53187 6.32129 -0.046 0.013 0.013
Cl -4.97975 -0.88818 6.54446 -0.002 -0.006 -0.005
Cl -2.79366 0.21637 5.02655 0.153 0.005 0.097
Cl -4.95608 1.91734 5.87781 -0.006 0.006 -0.011
Cl -3.08918 0.87992 7.81765 0.000 0.000 -0.009
C -5.54356 3.05303 -4.26404 0.021 -0.025 0.010
Cl -4.38763 4.25536 -4.84956 0.019 0.025 -0.005
Cl -4.67698 1.58844 -3.80479 -0.128 -0.097 -0.011
Cl -6.39629 3.69581 -2.85617 -0.012 0.014 0.017
Cl -6.70590 2.68219 -5.53954 0.005 0.008 0.006
```
Positions in Å, forces in eV/Å.

Properties
**Maximum force**: 0.05461 hartree/bohr
**Net charge**: 0
**Orbital gap**: 0.3611 Eh

Mulliken population analysis, charges in e, atoms 1 to 5:
1 C -1.388
2 C 0.526
3 O -0.601
4 C 1.257
5 C -0.928



(2)
C23H20CuN11O3S | the ωB97M-V functional and the def2-TZVPD basis

Structure (XYZ):
```
59
Properties=species:S:1:pos:R:3:forces:R:3
Cu -0.29122 -0.36255 -1.26975 -0.134 0.001 -0.067
N -0.06427 3.28327 -3.08578 -0.008 0.012 0.071
C -0.04243 3.83866 -1.82292 0.028 -0.007 -0.036
C -0.15226 2.79979 -0.95354 -0.005 0.033 0.027
N -0.24965 1.63076 -1.66705 0.051 -0.089 -0.048
C -0.19015 1.95083 -2.94601 -0.009 -0.015 0.002
C -0.27241 0.91247 -3.96034 0.045 0.141 0.031
N -0.55625 -0.31482 -3.59907 -0.011 -0.174 0.104
C -0.52106 -1.06835 -4.74245 0.015 0.033 -0.003
C -0.21032 -0.27375 -5.80443 -0.021 0.051 -0.007
N -0.05559 0.99414 -5.29224 -0.011 -0.065 -0.004
H -0.01976 3.79765 -3.94845 0.005 0.011 -0.009
H 0.05831 4.89724 -1.66567 -0.006 -0.004 -0.005
H -0.15556 2.81042 0.12460 0.004 -0.005 -0.026
H -0.72196 -2.12569 -4.73557 0.010 0.010 0.004
H -0.09100 -0.48461 -6.85201 0.002 0.004 0.007
H 0.21731 1.80464 -5.82066 0.000 0.005 -0.013
N -0.64213 -4.42990 -0.68480 -0.019 -0.009 0.056
C 0.17375 -3.42228 -0.99018 0.048 0.022 -0.033
N -0.53562 -2.31413 -0.98746 -0.087 -0.053 0.025
C -1.78164 -2.71050 -0.62341 -0.039 0.044 0.009
N -1.89396 -3.99710 -0.43307 0.016 -0.011 -0.045
C -2.78616 -1.66564 -0.43060 0.069 -0.034 -0.016
C -4.08658 -1.87660 0.00476 -0.025 0.010 0.026
N -4.92582 -0.86515 0.18178 0.036 0.010 -0.008
C -4.46523 0.35669 -0.06388 -0.020 0.002 0.006
C -3.16511 0.58287 -0.49139 0.003 -0.026 -0.032
N -2.32912 -0.43297 -0.67903 -0.034 0.074 0.001
H -0.41384 -5.40167 -0.55108 0.013 -0.010 0.009
H 1.22978 -3.50086 -1.19202 -0.010 0.005 0.002
H -4.43795 -2.87780 0.21947 -0.001 0.000 -0.014
H -5.14657 1.18471 0.08453 -0.003 -0.007 0.006
H -2.78980 1.57899 -0.68587 -0.005 -0.007 0.003
S -0.51145 -3.02292 2.43259 0.072 0.089 -0.031
C 0.51471 -2.11993 3.40089 0.049 -0.145 0.109
N 1.81978 -1.92058 3.02103 -0.065 -0.074 -0.006
C 2.68816 -1.13738 3.68427 -0.091 0.081 -0.025
C 2.28621 -0.54740 4.84152 0.035 0.000 0.004
C 0.96261 -0.81892 5.24229 0.021 -0.012 -0.005
N 0.11421 -1.55813 4.57129 0.017 0.093 -0.012
H 2.11377 -2.30056 2.12784 -0.015 0.065 -0.065
H 3.65346 -1.00971 3.21293 -0.009 -0.033 0.055
H 2.94222 0.08849 5.41386 -0.011 -0.003 0.009
H 0.58516 -0.39402 6.16809 0.012 -0.002 -0.009
O 3.61736 1.85002 0.40161 -0.008 0.012 0.047
C 2.45722 1.78647 1.10771 0.019 0.060 -0.085
C 2.04822 2.79668 1.97190 0.045 -0.014 0.000
C 0.84784 2.68357 2.65777 -0.079 -0.018 -0.014
C 0.03469 1.57311 2.46636 0.050 0.081 -0.013
C 0.44624 0.57621 1.59046 0.014 -0.079 0.046
C 1.65880 0.66240 0.91494 -0.051 -0.093 0.057
C 2.14840 -0.49716 0.06914 -0.003 -0.189 -0.062
O 3.00054 -1.24405 0.53726 -0.117 0.112 -0.154
O 1.59512 -0.65731 -1.08975 0.218 0.136 0.169
H 4.11619 2.63243 0.65897 0.022 0.001 -0.005
H 2.68040 3.66606 2.11791 -0.003 -0.005 -0.008
H 0.55167 3.46731 3.34305 -0.007 -0.008 0.000
H -0.89443 1.46637 3.00894 -0.022 0.002 0.020
H -0.16280 -0.31980 1.49069 0.011 -0.009 -0.050
```
Positions in Å, forces in eV/Å.

Properties
**Maximum force**: 0.00598 hartree/bohr
**<S²>**: 0.7524
**Energy above the lowest of the compared OMol25 structures with the same formula, charge and spin**: 1.6 kcal/mol
**Net charge**: +1
**Orbital gap (spin up / spin down)**: 0.2579 / 0.2503 Eh
**2S+1**: 2

Mulliken population analysis, charges in e, atoms 1 to 5:
1 Cu -0.217
2 N -0.162
3 C -0.934
4 C -0.487
5 N 0.597



(3)
C23H20F6N2O2S | the ωB97M-V functional and the def2-TZVPD basis

Structure (XYZ):
```
54
Properties=species:S:1:pos:R:3:forces:R:3
F -6.06475 3.41149 2.55319 -0.711 -0.342 -0.371
C -6.06233 2.24760 1.87410 1.257 -0.657 0.054
F -6.90970 1.37317 2.44784 -0.231 0.766 -0.358
F -6.40823 2.46382 0.59091 -0.470 0.138 0.665
C -4.66150 1.66951 1.90355 0.002 -0.186 -0.017
C -4.44244 0.30372 1.88039 -0.591 -0.092 -0.004
C -3.16577 -0.19497 1.89400 0.441 -0.090 -0.017
C -2.04444 0.66002 1.93468 -0.443 0.292 0.060
C -0.75706 0.07072 1.92429 0.154 -0.108 -0.381
C 0.53109 0.65687 1.89922 0.223 0.178 -0.063
C 0.79471 2.03883 1.81451 -0.050 0.060 -0.142
C 2.07276 2.52063 1.83253 -0.021 0.472 -0.003
C 3.14831 1.66111 1.91170 0.045 -0.318 -0.008
C 4.54912 2.23827 1.87920 -1.205 -0.704 0.010
F 5.39968 1.36283 2.44574 0.227 0.788 -0.332
F 4.88642 2.45523 0.59377 0.452 0.148 0.713
F 4.55309 3.40172 2.55883 0.683 -0.322 -0.345
C 2.92675 0.29622 1.96039 0.641 -0.028 0.008
C 1.64960 -0.20102 1.95386 -0.444 -0.220 -0.027
C -2.30590 2.04403 1.99124 0.115 -0.089 0.124
C -3.58324 2.52802 1.95699 -0.113 0.448 -0.027
H -5.29142 -0.35886 1.86025 -0.044 -0.189 -0.018
H -3.00890 -1.26004 1.88033 0.048 -0.219 -0.103
H -0.75577 -1.00743 1.93394 0.026 -0.357 0.006
H 0.01222 2.75202 1.68256 0.003 0.114 -0.059
H 2.25828 3.57979 1.78237 -0.087 0.200 -0.064
H 3.77472 -0.36559 2.00673 0.050 -0.210 -0.018
H 1.48820 -1.26573 1.97613 -0.052 -0.307 0.010
H -1.52337 2.75691 2.12596 0.003 0.114 0.003
H -3.76662 3.58827 1.98895 0.097 0.187 0.064
C -0.16328 -0.47108 -5.08054 0.026 -0.369 -0.290
C -0.09743 0.19914 -3.73006 0.005 0.769 0.166
N 0.13454 -0.76860 -2.65805 0.306 -0.367 0.554
C -1.02324 -1.35430 -2.10285 -1.049 -0.175 0.105
O -2.14212 -1.02726 -2.50471 0.179 0.337 -0.286
C -0.84380 -2.29929 -1.07951 0.833 0.600 0.156
C 0.43347 -2.64312 -0.60658 -0.785 -0.244 0.310
O 0.59651 -3.41114 0.34441 0.626 -0.139 0.418
N 1.54494 -2.06070 -1.25366 -0.397 0.301 -0.119
C 2.86249 -2.55856 -0.85413 0.418 0.413 0.476
C 3.29156 -3.73283 -1.70230 -0.051 -0.306 -0.331
C 1.40305 -1.12252 -2.25194 -0.203 0.045 -0.135
S 2.73442 -0.42635 -2.95143 0.560 0.278 -0.277
H -0.29348 0.25271 -5.88521 0.002 0.079 0.057
H 0.74876 -1.03371 -5.27464 0.142 0.082 -0.010
H -0.98982 -1.18149 -5.12686 -0.088 0.100 0.090
H 0.68844 0.96102 -3.68656 -0.055 -0.364 -0.049
H -1.04246 0.70755 -3.50580 0.157 -0.327 0.005
H -1.70132 -2.75891 -0.63440 -0.223 -0.160 0.051
H 3.58237 -1.73454 -0.91222 -0.244 -0.171 -0.194
H 2.79767 -2.84784 0.20052 -0.214 -0.054 -0.280
H 4.27945 -4.09956 -1.41717 -0.035 0.081 0.060
H 2.58225 -4.55694 -1.60656 0.010 0.018 0.124
H 3.32354 -3.45888 -2.75791 0.074 0.107 0.037
```
Positions in Å, forces in eV/Å.

Properties
**Maximum force**: 0.02760 hartree/bohr
**Net charge**: 0
**Orbital gap**: 0.1239 Eh

Mulliken population analysis, charges in e, atoms 1 to 5:
1 F -0.251
2 C 0.895
3 F -0.250
4 F -0.226
5 C 0.359



(4)
C23H20N2O5S | the ωB97M-V functional and the def2-TZVPD basis

Structure (XYZ):
```
51
Properties=species:S:1:pos:R:3:forces:R:3
O -2.97739 -2.56452 -0.96781 -0.089 -0.020 -0.439
C -2.57391 -2.31686 0.14791 -0.350 0.308 0.516
C -3.17197 -1.18573 1.00659 -0.026 -0.367 -0.079
N -2.26862 -0.04354 1.02334 -0.438 -0.038 0.065
C -1.23733 -0.03362 1.90102 0.107 0.537 0.139
O -1.03675 -0.95205 2.67827 0.159 -0.164 0.287
C -0.38257 1.21977 1.89251 0.135 -0.142 0.118
C 0.79083 1.04414 0.93254 0.055 -0.134 -0.620
C 1.49428 2.31237 0.62929 -0.723 0.557 0.056
C 1.03130 3.54498 0.26097 0.060 -0.631 0.302
C 2.17570 4.34972 0.04895 0.567 -0.224 0.040
C 3.24620 3.54926 0.29765 -0.110 0.908 -0.309
O 2.84436 2.31605 0.64683 0.098 -0.526 0.153
S 0.21611 0.26828 -0.66357 -0.130 0.069 0.139
C -1.31280 1.14940 -0.87751 0.447 -0.345 0.148
C -1.44916 2.04579 -1.92542 -0.088 0.104 0.001
C -2.64827 2.70636 -2.12273 -0.014 0.024 -0.077
C -3.71253 2.47467 -1.26670 -0.022 -0.016 -0.003
C -3.58410 1.57695 -0.22237 0.071 -0.059 0.074
C -2.38707 0.89994 -0.02103 -0.022 0.389 -0.387
N -1.59323 -2.97821 0.78388 0.321 -0.371 0.343
C -0.72468 -3.91998 0.10551 -0.014 0.014 -0.151
C 0.55161 -3.24162 -0.32913 -0.040 -0.131 -0.146
C 0.85891 -3.10111 -1.67180 -0.116 -0.120 0.172
C 1.99800 -2.42366 -2.10114 0.402 0.231 0.103
C 2.80230 -1.87789 -1.13235 -0.262 -0.174 0.415
C 2.49605 -2.01142 0.22265 -0.009 -0.049 -0.492
C 1.38575 -2.69220 0.65129 0.319 0.109 -0.075
O 3.44575 -1.36115 0.96965 -0.430 -0.286 0.187
C 4.34623 -0.79669 0.04017 1.082 0.813 0.279
O 3.95585 -1.15230 -1.26820 -0.269 -0.209 -0.372
H -3.31456 -1.52737 2.03463 -0.029 0.059 -0.116
H -4.12289 -0.88332 0.56935 0.126 -0.083 0.040
H 0.00987 1.37063 2.90016 -0.102 -0.006 -0.047
H -0.97898 2.08768 1.60778 0.079 -0.024 0.042
H 1.50314 0.31486 1.32311 -0.037 0.026 0.044
H 0.00854 3.84214 0.14524 -0.242 -0.013 0.014
H 2.19227 5.37793 -0.24795 0.096 0.218 -0.058
H 4.30201 3.73061 0.26457 0.158 -0.074 0.033
H -0.60881 2.21062 -2.58133 0.095 0.047 -0.046
H -2.75096 3.40189 -2.94126 -0.019 0.065 -0.083
H -4.64777 2.99352 -1.41147 -0.083 0.048 -0.007
H -4.41302 1.40035 0.44670 -0.080 -0.026 0.071
H -1.26169 -2.59520 1.66376 -0.211 0.070 -0.122
H -1.27007 -4.29826 -0.76085 0.099 -0.058 0.120
H -0.50907 -4.74463 0.79194 -0.051 0.019 -0.118
H 0.19212 -3.51831 -2.41004 -0.113 -0.054 -0.073
H 2.23145 -2.31500 -3.14644 0.032 0.025 -0.161
H 1.16079 -2.78004 1.70193 -0.036 0.005 0.194
H 4.33662 0.30065 0.14382 -0.081 -0.295 -0.051
H 5.36216 -1.17384 0.23708 -0.268 -0.010 -0.061
```
Positions in Å, forces in eV/Å.

Properties
**Maximum force**: 0.02687 hartree/bohr
**Energy above the lowest of the compared OMol25 structures with the same formula, charge and spin**: 40.2 kcal/mol
**Net charge**: 0
**Orbital gap**: 0.3186 Eh
**Structure (SMILES)**: O=C(CN1C(=O)C[C@H](c2ccco2)Sc2ccccc21)NCc1ccc2c(c1)OCO2

Mulliken population analysis, charges in e, atoms 1 to 5:
1 O -0.681
2 C 0.697
3 C -1.135
4 N 0.369
5 C 0.668